1.
C39H99N3O30P6 | wB97M-V/def2-TZVPD

The calculation puts the energy at -163679.94657 eV. As for the spin multiplicity: 1. As for the highest occupied orbital energy: -10.2 eV. The value obtained for the molecular weight is 1276.1 g/mol. The SMILES is CCOP(=O)(OCC)OCC.CCOP(=O)(OCC)OCC.CCOP(=O)(OCC)OCC.CCOP(=O)(OCC)OCC.CCOP(=O)(OCC)OCC.CCOP(=O)(OCC)OCC.C[N+](=O)[O-].C[N+](=O)[O-].C[N+](=O)[O-]. The calculation puts the relative energy (zero: lowest compared OMol25 entry of this formula, charge and spin) at 5.503 eV.

Last column: Mulliken charge in e.
Positions of all 177 atoms, in Å:
P: 0.685203 2.934179 5.520528  0.6187
P: -1.035257 -4.279621 6.388598  0.7011
P: 5.068923 5.010229 -3.334242  0.8737
P: 3.889703 -2.998191 -5.611902  0.9590
P: -2.577147 4.102589 -1.296932  0.3080
P: -6.243407 -5.709731 -1.275252  1.0745
O: -0.730697 3.652389 5.091878  -0.1316
O: 5.378923 6.611119 -3.487622  -0.1740
O: 3.618183 -2.749351 -7.191912  -0.2464
O: -4.807887 -1.340941 0.339928  -0.5252
O: 2.436063 -2.487841 -5.131752  -0.3997
O: -1.221277 -4.299141 4.749438  -0.1599
O: 0.482843 -4.817861 6.800248  -0.3162
O: 3.673983 4.934089 -2.437032  -0.2209
O: 0.554723 1.928889 6.656488  -0.6782
O: -6.257037 -4.363521 -1.841512  -0.7185
O: -5.002607 -6.035841 -0.273812  -0.3571
O: 2.558173 -0.580131 -0.977042  -0.3753
O: 3.390823 0.962479 0.356508  -0.4478
O: 0.121193 -0.390741 1.518828  -0.4562
O: 5.126823 -2.433011 -5.046642  -0.7165
O: -2.352007 4.624549 -2.795202  -0.4524
O: 6.213833 4.228129 -2.798502  -0.7506
O: -4.133697 4.197999 -1.058162  -0.0931
O: -1.858977 5.266739 -0.424972  -0.2007
O: -6.259917 -7.062371 -2.270842  -0.3145
O: 3.672473 -4.543301 -5.229212  -0.2713
O: 1.218843 2.306509 4.105518  -0.1657
O: -6.124667 -0.693721 1.903838  -0.5913
O: -0.395697 -1.994321 0.064978  -0.4368
O: -0.972957 -2.700051 6.847778  -0.1237
O: -2.066097 -5.058251 7.142828  -0.7570
O: 1.613323 4.283099 5.678678  -0.2127
O: -7.566357 -6.053501 -0.343142  -0.3747
O: -2.040757 2.770709 -0.960112  -0.0596
O: 4.652613 4.769309 -4.839782  -0.2624
N: -5.286607 -0.510961 1.035678  0.9641
N: -0.316477 -0.799901 0.439508  0.8649
N: 3.224693 -0.214241 0.045188  0.8633
C: 1.396233 5.199479 6.665788  -0.3315
C: -0.514187 0.266919 -0.649082  -0.3712
C: 2.057083 -6.587771 7.362998  -1.3003
C: 1.545223 -3.192041 -3.014622  -0.8407
C: -1.046487 -2.343601 8.273028  -0.2606
C: -4.685437 0.849319 0.965138  -0.4935
C: 5.903993 7.372009 -2.396772  -0.3493
C: 5.515083 4.935749 -5.966022  -0.5426
C: -5.559307 -7.140141 -3.456892  -0.1495
C: 6.734373 8.479529 -2.950622  -1.1552
C: -0.204857 -3.830291 3.874588  -0.2885
C: -1.163347 4.418599 -3.495232  0.3274
C: 0.699163 -6.285381 6.750128  -0.0312
C: 1.994033 1.092899 3.917648  0.4647
C: 2.710883 5.655999 7.342988  -1.1992
C: -6.165827 5.614989 -0.837522  -1.3766
C: 4.543783 -2.163781 -8.079802  -0.2158
C: 2.066113 -2.007371 -3.804902  -0.0120
C: 5.079803 -5.801641 -3.760142  -1.0665
C: 4.773503 -5.368091 -5.173652  -0.3120
C: -0.852047 4.887229 1.699598  -0.9728
C: -4.240517 -4.967031 0.298648  0.0105
C: -9.585717 -6.267331 -1.560202  -0.9054
C: -4.795787 5.440289 -1.443532  -0.1382
C: -1.446487 -0.925941 8.619918  -1.0074
C: -6.330537 -7.327991 -4.661842  -1.2102
C: 4.136263 -2.469281 -9.528012  -1.1828
C: -8.763817 -5.404931 -0.584062  -0.3653
C: -2.887007 -5.009391 -0.192972  -0.6242
C: 3.818763 -1.277991 0.855348  -0.9816
C: 3.448703 1.516199 3.659688  -1.0971
C: -0.422287 5.742629 -3.599682  -1.2590
C: -2.056307 5.378899 0.976268  -0.2064
C: 5.363053 6.255009 -6.652232  -0.7825
C: 3.353363 3.675639 -1.775472  -0.4372
C: 2.418443 2.787289 -2.645242  -0.2073
C: -0.472377 -3.973681 2.347078  -0.6977
C: -2.729317 2.326929 5.724678  -1.2490
C: -1.855997 2.984679 4.596888  0.0891
H: -4.847347 -6.316521 -3.510592  0.3230
H: 6.489223 4.779529 -5.502612  0.3464
H: 3.317193 6.213159 6.628798  0.2891
H: -1.509487 2.135199 4.008308  0.2350
H: 4.162363 2.974629 -1.569992  0.3809
H: -4.932567 -8.021791 -3.322782  0.3184
H: -1.283347 3.820829 -4.398772  0.4343
H: -2.594967 3.613089 4.099778  0.1465
H: -6.603977 6.505419 -1.288362  0.3646
H: -2.252727 6.414299 1.254578  0.3531
H: 1.801453 0.549009 4.842418  0.4277
H: 5.002473 -2.294571 -10.166172  0.3717
H: 5.884703 6.170069 -7.605522  0.3473
H: 6.097203 -6.190401 -3.717072  0.3367
H: 2.098903 -6.358821 8.427868  0.3271
H: -1.149957 6.487859 -3.920982  0.4613
H: -0.047867 -6.839931 7.318048  0.3236
H: -4.278677 6.305189 -1.028022  0.2998
H: 0.471463 -3.636191 1.918848  0.1941
H: -4.731377 5.487169 -2.530622  0.3167
H: 6.390853 6.678569 -1.711052  0.4270
H: 2.498703 -7.577891 7.250158  0.3706
H: 4.734423 -0.962881 1.355698  0.3460
H: 7.271843 8.078689 -3.810002  0.2573
H: -3.635087 0.568669 0.886948  0.0285
H: 2.787343 -5.882141 6.966888  0.3157
H: -2.104757 -0.927751 9.488698  0.3317
H: 3.937663 0.586049 3.370138  0.3136
H: -0.551517 3.850799 -2.794262  -0.4124
H: -0.647567 3.818399 1.637148  0.0760
H: 1.061023 -3.811471 -3.769582  0.4662
H: -4.700587 -3.985511 0.184408  0.1840
H: 0.193513 0.103909 -1.461902  -0.1114
H: -2.948827 4.783919 1.169938  0.2531
H: -2.182267 1.465119 6.106948  0.1183
H: 1.433243 3.250989 -2.595582  -0.2759
H: -7.133467 -6.593821 -4.728042  0.2858
H: -0.923657 5.121279 2.761768  0.3391
H: -2.235127 -4.203791 0.144908  -0.1155
H: 4.830443 -5.041401 -3.019892  0.2144
H: -1.758667 -3.036691 8.720808  0.3909
H: 1.699143 0.575699 3.004608  -0.3696
H: -9.259107 -5.410031 0.386888  0.3320
H: 5.068053 7.716929 -1.788222  0.2874
H: 0.781883 -6.544061 5.694508  0.2283
H: -1.947097 -0.357571 7.836048  0.1005
H: 2.054073 1.836209 -2.256942  -0.0060
H: -1.237477 -3.220561 2.158618  0.1357
H: -8.841947 -4.342051 -0.812702  0.3115
H: 5.588043 -2.435181 -7.925022  0.3454
H: -0.212717 6.174209 -2.620942  0.2367
H: 0.028873 -2.790101 4.101468  0.3537
H: 4.508253 -1.076251 -8.015582  0.2696
H: -6.844327 -8.288801 -4.630782  0.2870
H: 0.331663 5.740279 -4.386862  0.3668
H: 2.958693 3.867629 -0.777742  0.4173
H: 2.626833 2.734619 -3.713842  0.2970
H: -3.724407 2.063949 5.365878  0.4531
H: -5.034747 1.310239 0.041208  0.2917
H: -2.848547 3.025779 6.552628  0.3319
H: -6.869207 4.792759 -0.969112  0.3613
H: -2.811777 -4.799741 -1.259972  0.2854
H: -10.618677 -5.921761 -1.601142  0.4113
H: 4.038963 -3.552531 -9.600002  0.3323
H: -0.332367 1.176469 -0.076572  0.1251
H: -5.756097 -7.300831 -5.587792  0.3640
H: 0.846163 -2.930081 -2.220392  0.0614
H: 3.118133 4.686179 7.628818  0.3054
H: 0.774143 4.719859 7.421468  0.3483
H: 4.187723 -2.027811 0.155528  0.3097
H: -0.609437 -0.271051 8.861898  0.3108
H: 3.476243 2.280769 2.883298  0.1891
H: 3.156893 -2.044451 -9.748142  0.3020
H: 4.302913 6.398789 -6.860882  0.2488
H: 1.282903 -1.256671 -3.910312  0.1773
H: 0.010603 5.402019 1.276608  0.3628
H: -0.092437 -2.544001 8.760608  0.2844
H: 2.470263 6.405739 8.096708  0.3646
H: -4.352347 -5.276671 1.337738  0.2546
H: -9.511687 -7.295541 -1.206082  0.2523
H: 5.627723 4.046959 -6.586882  0.4763
H: -9.127797 -6.257271 -2.549292  0.1639
H: 4.319133 -6.529151 -3.476912  0.3177
H: 3.890433 1.905729 4.576878  0.4196
H: -1.561497 0.245759 -0.950432  0.3180
H: -0.736657 -5.018801 2.185938  0.3624
H: 0.699533 5.960859 6.315058  0.3586
H: 2.254193 -3.845581 -2.506342  0.1604
H: -2.289507 -5.874051 0.095908  0.3352
H: 7.418343 8.895209 -2.210692  0.3574
H: 0.638263 -4.514841 3.967488  0.1852
H: 3.065873 -1.699561 1.521338  0.3186
H: 2.928463 -1.549841 -3.319992  0.2144
H: -6.159487 5.583489 0.251998  0.3098
H: 5.747523 6.969219 -5.924092  0.1298
H: 6.066043 9.176029 -3.456902  0.3072
H: 4.630653 -6.339411 -5.647182  0.3377
H: -4.933447 1.356159 1.897708  0.2933
H: 5.593883 -4.816651 -5.633022  0.4051

Atoms 1-3, force components in eV/Å:
-0.519 -1.076 -0.270
-0.264 -0.144 1.717
0.423 1.066 0.680

=====

2.
C3CdLiO6 | wB97M-V/def2-TZVPD

The calculation puts the energy at -20162.53763 eV. As for the spin multiplicity: 2. As for the highest occupied orbital energy (spin up / spin down): -7.6 / -9.7 eV. The value obtained for the molecular weight is 251.4 g/mol. Its expectation value of S² is 0.77. The calculation puts the relative energy (zero: lowest compared OMol25 entry of this formula, charge and spin) at 3.801 eV.

Last column: Löwdin spin population.
Positions of all 11 atoms, in Å:
Cd: 0.826325 0.581970 1.786430  0.6126
O: -1.749655 -0.552813 0.895741  0.0725
O: 0.097199 1.967222 0.420118  0.0727
O: 3.542428 -0.056974 -1.006050  0.0039
O: 0.868847 0.112847 -0.221791  0.0801
O: -2.993229 0.565797 -0.498988  0.0351
O: 2.387018 -1.967512 -0.562637  0.0069
C: 2.676732 -0.844639 -0.820060  0.0068
C: -0.055607 1.043167 -0.426270  0.0116
C: -1.883500 0.138602 -0.156138  0.0855
Li: -3.716558 -0.987662 0.589645  0.0125

Atoms 1-3, force components in eV/Å:
1.036 -0.938 3.518
0.877 -0.361 -1.336
-2.579 2.436 -2.809

=====

3.
C3Cl3O | wB97M-V/def2-TZVPD

As for the charge: +1. The calculation puts the energy at -42713.07184 eV. As for the spin multiplicity: 1. As for the highest occupied orbital energy: -14.0 eV. The value obtained for the molecular weight is 158.4 g/mol. The calculation puts the relative energy (zero: lowest compared OMol25 entry of this formula, charge and spin) at 1.341 eV.

Last column: natural (NBO) charge in e.
Positions of all 7 atoms, in Å:
Cl: -3.669848 0.620517 0.420862  0.2500
Cl: 1.539143 1.339070 0.515176  0.4055
Cl: 0.186989 -1.300652 -0.249088  0.1967
O: 3.076268 -0.412009 -0.736124  -0.2478
C: -1.132829 -0.306560 -0.108122  -0.2294
C: -2.234779 -0.075677 0.363534  -0.0225
C: 2.235057 0.135310 -0.206239  0.6475

Atoms 1-3, force components in eV/Å:
-1.102 0.241 0.486
-0.408 1.040 0.651
-0.065 -0.222 -0.339

=====

4.
C3Cl3O | wB97M-V/def2-TZVPD

As for the charge: +1. The calculation puts the energy at -42713.65615 eV. As for the spin multiplicity: 1. As for the highest occupied orbital energy: -15.3 eV. The value obtained for the molecular weight is 158.4 g/mol. The calculation puts the relative energy (zero: lowest compared OMol25 entry of this formula, charge and spin) at 0.756 eV.

Last column: natural (NBO) charge in e.
Positions of all 7 atoms, in Å:
Cl: -2.722886 -0.331617 0.538296  0.4747
Cl: 1.940326 -0.748747 1.032873  0.2172
Cl: 0.734516 1.995096 -0.272500  0.2487
O: 0.747509 -1.238156 -1.227996  -0.3596
C: 0.877313 -0.701521 -0.220245  0.5183
C: -1.396620 0.381039 0.243293  0.1684
C: -0.180159 0.643905 -0.093721  -0.2677

Atoms 1-3, force components in eV/Å:
-1.706 -0.574 0.307
0.655 -0.267 0.800
0.358 1.309 -0.345

=====

5.
C3ClF2NO | wB97M-V/def2-TZVPD

The calculation puts the energy at -24602.05301 eV. As for the spin multiplicity: 1. As for the highest occupied orbital energy (spin up / spin down): -9.4 / -9.4 eV. The value obtained for the molecular weight is 139.5 g/mol. The calculation puts the relative energy (zero: lowest compared OMol25 entry of this formula, charge and spin) at 2.383 eV.

Last column: natural (NBO) charge in e.
Positions of all 8 atoms, in Å:
Cl: -1.825675 -1.122561 0.583070  0.0238
F: -1.164327 0.389408 -1.449755  -0.3225
F: -1.605608 1.417313 0.443758  -0.3015
O: 1.670821 1.462548 0.553000  -0.4003
N: 1.390742 -1.987083 -0.288612  -0.1654
C: 1.178635 0.404311 0.323874  0.4969
C: 1.494564 -0.882849 -0.071081  0.0825
C: -1.139153 0.318911 -0.094252  0.5865

Atoms 1-3, force components in eV/Å:
0.034 0.259 -0.438
-0.398 -0.175 1.294
-0.274 0.176 -0.193

=====

6.
C3ClN3O3 | wB97M-V/def2-TZVPD

The calculation puts the energy at -26237.34623 eV. As for the spin multiplicity: 1. As for the highest occupied orbital energy: -7.7 eV. The value obtained for the molecular weight is 161.5 g/mol. The calculation puts the relative energy (zero: lowest compared OMol25 entry of this formula, charge and spin) at 0.866 eV.

Last column: natural (NBO) charge in e.
Positions of all 10 atoms, in Å:
Cl: -2.314635 1.348838 -2.295259  0.2431
O: 2.543690 0.917996 0.407712  -0.4035
O: -0.320592 2.685685 0.836580  -0.4899
O: 1.055399 -0.877147 0.263005  -0.3536
N: -0.723954 -3.780578 0.361797  -0.0727
N: -0.153570 -2.830968 0.587869  -0.0437
N: -1.085158 1.943160 -1.264859  -0.5830
C: -0.836500 2.166957 -0.092802  0.8284
C: 0.009366 -1.583512 0.758464  -0.1893
C: 1.825955 0.009569 0.437493  1.0641

Atoms 1-3, force components in eV/Å:
0.919 0.379 1.372
-0.634 -0.560 0.111
-0.891 -1.447 -0.553